Here is a cluster of 2 separate species, C3H3F2NO3 in total in a non-equilibrium geometry from OMol25. Energies are from ωB97M-V with the def2-TZVPD basis set.

Last column: Löwdin charge in e.
Cartesian coordinates (Å):
C -0.77706 -0.75683 0.55772  -0.182
C -1.75919 -0.38856 -0.48424  0.010
C 0.86197 0.88949 0.35817  -0.435
N 1.92510 0.06179 0.02355  -0.357
O -0.43362 -1.46892 1.35393  0.251
O 1.97428 -0.33597 -1.14842  0.040
O 2.68787 -0.40583 0.88349  0.067
F 0.47312 1.66123 -0.66281  0.103
F 0.80247 1.48403 1.50689  0.166
H -2.38033 0.50734 -0.37509  0.111
H -2.22294 -1.38301 -0.74743  0.126
H -1.15165 0.13525 -1.26576  0.102

**Total energy**: -596.1089 hartree
**Relative energy (zero: lowest compared OMol25 entry of this formula, charge and spin)**: 55.5 kcal per mole
**Lowest unoccupied orbital energy (spin up / spin down)**: -0.7 / -0.7 eV
**Molar mass**: 139.1 g mol⁻¹
**HOMO level (spin up / spin down)**: -8.8 / -8.9 eV
**Net charge**: 0


Here is an isolated molecule of C9H17O2P in a non-equilibrium geometry from OMol25. Energies are from ωB97M-V with the def2-TZVPD basis set.

Last column: Löwdin charge in e.
Cartesian coordinates (Å):
C -4.57317 0.88735 0.64401  0.023
C -4.06797 0.78564 1.88947  -0.061
C -2.85091 -0.06065 2.13432  -0.507
O -2.80538 -1.24729 2.28680  0.142
O -1.75221 0.73663 2.15916  -0.028
C -0.86585 0.56644 1.01917  -0.162
C 0.55815 0.51350 1.54215  -0.154
C 1.61257 0.01524 0.53271  -0.206
C 1.09980 -0.93243 -0.54993  -0.269
C 2.21759 -1.55466 -1.37912  -0.265
C 3.11305 -0.58249 -2.18174  -0.498
P 2.45508 0.99374 -2.88076  0.785
H -4.79534 -0.00745 0.06973  0.071
H -4.77705 1.86186 0.21281  0.060
H -4.53718 1.25505 2.75141  0.113
H -1.01779 1.44496 0.39070  0.133
H -1.16324 -0.34593 0.50713  0.112
H 0.59684 -0.06011 2.46653  0.119
H 0.82646 1.53393 1.82639  0.114
H 2.15838 0.84657 0.08288  0.088
H 2.36343 -0.54464 1.09926  0.114
H 0.41497 -0.41164 -1.22699  0.088
H 0.49864 -1.72351 -0.09352  0.117
H 1.79618 -2.32528 -2.02638  0.103
H 2.87220 -2.07870 -0.67424  0.104
H 3.97633 -0.32467 -1.56799  0.056
H 3.51255 -1.12197 -3.04280  0.059
H 1.41641 1.35387 -2.00319  -0.132
H 1.71745 0.52662 -3.98796  -0.120

**Total energy**: -844.8401 hartree
**Relative energy (zero: lowest compared OMol25 entry of this formula, charge and spin)**: 25.0 kcal per mole
**Lowest unoccupied orbital energy**: 0.5 eV
**Molar mass**: 188.2 g mol⁻¹
**HOMO level**: -9.0 eV
**Net charge**: 0
**Structure (SMILES)**: C=CC(=O)OCCCCCCP


Here is a cluster of 40 separate species, H80O40 in total in a non-equilibrium geometry from OMol25. Energies are from ωB97M-V with the def2-TZVPD basis set.

Last column: Löwdin charge in e.
Cartesian coordinates (Å):
H -1.23652 -1.35746 4.48838  0.025
H -0.07279 -0.96724 3.77900  0.073
O -0.56002 -0.62990 4.60518  -0.101
H -1.16242 -2.39930 -0.59289  0.072
H -1.40400 -2.34571 -2.03743  0.008
O -1.61764 -2.97048 -1.28449  -0.131
H -2.26610 3.38849 -2.22419  0.065
H -1.21882 2.66420 -3.19887  0.013
O -1.46813 2.78105 -2.28117  -0.084
H -2.58578 2.09173 3.15287  0.004
H -4.02134 2.65003 3.40274  0.054
O -3.36136 2.48051 2.72423  -0.062
H -3.28273 -3.82768 -4.20821  0.037
H -3.69227 -2.40043 -4.64184  0.027
O -3.24801 -3.19614 -4.92763  -0.041
H 0.12012 -4.21439 -1.87607  0.025
O 1.03787 -4.26650 -2.19140  -0.033
H 2.46212 3.68390 4.40146  0.122
O 2.43425 3.99388 3.37598  -0.187
H 4.34179 -4.98676 -1.07240  0.052
H 3.31345 -4.05433 -1.69991  -0.016
O 4.23947 -4.24219 -1.67283  -0.044
H 5.06645 1.58499 0.19003  -0.045
H 6.24501 2.22442 -0.59294  0.042
O 5.49052 1.62634 -0.65736  -0.050
H -2.31610 3.66967 1.40383  0.061
H -0.88146 3.27374 1.17565  0.040
O -1.38380 4.13093 1.35333  -0.124
H 0.99294 -1.96792 1.41664  0.104
H 1.61006 -2.32744 2.68625  -0.008
O 0.87688 -2.61954 2.18079  -0.045
H 3.00306 5.33151 -2.55617  -0.082
O 3.14243 4.50208 -2.72546  -0.059
H 1.56037 -0.25342 -6.91965  -0.053
H 1.96777 0.54404 -5.69220  -0.052
O 2.18609 0.00186 -6.37987  0.068
H -5.11704 -3.32525 3.47793  0.094
H -4.47812 -2.69167 2.18147  0.029
O -4.38776 -2.71774 3.16428  -0.071
H -1.38582 -0.03555 0.22221  0.076
H -2.08016 -0.08467 -1.08438  -0.091
O -1.30928 -0.15814 -0.78702  0.018
H 2.33322 1.92706 -4.99182  -0.005
H 3.31687 1.58698 -3.77825  0.076
O 2.31728 1.71509 -4.09243  -0.098
H 3.66814 -1.73409 3.00977  -0.072
H 2.85674 -0.54978 2.92376  -0.020
O 2.99077 -1.31563 3.32336  0.082
H 3.93245 -2.79769 0.72185  0.043
H 5.12430 -2.91541 1.81044  0.077
O 4.18879 -2.72503 1.63644  -0.022
H 1.48063 0.27967 -3.12342  0.059
O 1.11045 -0.38625 -2.43036  -0.116
H -1.79873 0.52154 4.72719  0.082
H -2.62367 1.64518 5.80167  0.094
O -1.84096 1.53521 5.15971  -0.185
H -0.93650 -2.84495 2.46362  0.034
O -1.67940 -2.50443 3.01288  -0.067
H -0.58604 0.34842 -6.53223  -0.122
H -1.90789 0.36976 -6.08434  0.039
O -1.02916 0.01627 -5.94801  0.086
H 4.76752 -2.06886 -2.69856  0.076
H 3.05451 -2.18421 -2.83203  0.039
O 3.87835 -1.69508 -2.82265  -0.039
H 1.55557 0.43216 -0.69625  0.063
H 2.20644 1.05679 0.70867  -0.099
O 1.59673 0.53023 0.33675  -0.057
H -5.15473 1.44735 -2.25842  0.040
H -4.71580 2.30097 -1.33579  0.089
O -4.94183 2.40637 -2.33508  -0.101
H -0.01180 5.18062 -3.73611  0.022
H 1.10006 4.99059 -2.64234  0.005
O 0.14423 5.02180 -2.81517  -0.055
H -4.14396 -1.07808 0.44774  0.039
H -3.62928 -2.25972 -0.32407  0.050
O -4.51014 -1.91694 0.04667  -0.100
H 5.10098 0.21041 -4.56426  0.088
H 4.34871 -0.16952 -3.44117  -0.043
O 4.51668 0.60583 -3.90495  -0.016
H 3.86810 2.40444 0.88202  -0.032
H 4.70502 2.39752 2.22535  0.104
O 4.09582 1.92326 1.61496  -0.014
H -1.20647 -1.74944 -4.52417  0.115
H -1.15361 -0.76646 -3.46400  -0.030
O -0.95712 -1.64876 -3.50905  -0.064
H -0.92039 2.88938 4.34334  -0.025
H -0.87416 4.24002 4.42726  0.082
O -0.35073 3.48694 4.85021  -0.099
H -1.89412 -4.81412 -0.33791  0.005
O -1.80827 -4.48518 0.50419  -0.048
H 0.81269 2.62121 2.50292  0.039
H 1.24636 1.97446 3.76062  0.028
O 1.36563 1.81702 2.78062  -0.112
H 0.20776 0.02220 -2.20732  0.036
H 1.30729 -4.03173 -3.05291  0.017
H -2.45164 -2.90713 2.71738  -0.018
H 1.46275 4.33481 3.09380  0.094
H 3.34980 3.96375 -1.83196  0.102
H -2.75502 -4.27776 0.68721  0.083
O -0.27508 -5.20500 2.33724  -0.068
H -0.61363 -5.42706 1.39208  0.065
H 0.28942 -4.52348 2.25622  -0.093
O -2.83265 -1.02574 5.44668  0.015
H -2.79207 -1.51031 4.63926  0.001
H -3.33412 -1.41733 6.06382  0.008
O 2.75907 0.61555 5.66481  -0.030
H 1.90331 0.74217 5.21408  0.022
H 3.10700 -0.05977 5.13559  -0.030
O 2.20812 3.05368 -0.86185  -0.081
H 1.53616 2.55176 -1.41339  0.082
H 1.62492 3.20410 -0.06330  0.087
O -6.66884 0.22244 1.16253  -0.156
H -6.50462 0.42815 2.20280  0.124
H -6.38021 -0.61098 0.69461  0.026
O -3.46065 1.57261 -5.09239  -0.043
H -4.27381 1.41610 -4.73399  -0.036
H -3.38159 2.58592 -4.90801  0.113
O -2.29844 -0.38202 1.75867  -0.044
H -2.95723 -0.19753 2.44048  0.058
H -1.46854 -0.63160 2.13862  0.022

**Total energy**: -3057.1683 hartree
**Relative energy (zero: lowest compared OMol25 entry of this formula, charge and spin)**: 369.6 kcal per mole
**Lowest unoccupied orbital energy**: -0.6 eV
**Molar mass**: 720.6 g mol⁻¹
**HOMO level**: -10.0 eV
**Net charge**: 0


Which formula does entry 1 have? C3H3F2NO3


total energy of number 2 (C9H17O2P)? -844.8401 hartree


Among the records above, which one has the highest total energy? C3H3F2NO3


Which value of total energy does entry 2 give? -844.8401 hartree